6 unconnected molecules or ions with the total composition C28H72N4O11, computed with wB97M-V/def2-TZVPD.

XYZ file:
```
115
Properties=species:S:1:pos:R:3:forces:R:3
C -7.4825 1.4364 2.7010 1.1 -1.0 0.9
O -6.7190 2.5790 2.9729 -0.8 1.7 0.4
C -5.3946 2.6932 2.4408 -1.7 1.6 0.0
C -4.4077 2.5361 3.5367 0.9 -1.8 -2.5
N -3.0741 2.6131 3.0103 -0.2 -1.6 -0.6
C -2.0422 1.9164 3.7254 0.5 -1.0 -0.9
C -0.8573 1.9043 2.7624 -3.2 -0.2 -4.6
O 0.3101 1.6995 3.2551 3.9 -2.7 4.6
C 1.3702 1.7465 2.3743 0.2 1.4 -1.4
H -8.2047 1.1728 3.4791 0.3 0.6 0.3
H -6.7783 0.6441 2.6541 0.5 -1.4 0.1
H -8.0206 1.3369 1.7980 -0.6 0.9 -1.5
H -5.2304 3.7027 2.0318 -0.6 -0.2 -0.3
H -5.3363 1.9854 1.6480 0.8 -0.7 -0.6
H -4.6394 1.5697 3.8668 0.3 -1.6 1.2
H -4.4343 3.1982 4.2911 -1.3 2.4 2.9
H -2.7957 3.5536 2.8679 0.2 0.9 -0.2
H -2.3459 0.9144 4.1586 0.1 0.7 -1.3
H -1.7275 2.3886 4.6037 0.6 1.3 1.7
H -0.7501 2.7729 2.0575 -1.1 0.7 0.9
H -0.9625 1.1732 1.9202 -1.0 -0.4 0.5
H 1.5809 2.8302 2.5116 1.1 -0.4 -1.3
H 1.0917 1.4748 1.2902 0.2 0.4 1.5
H 2.2217 1.1267 2.6718 -0.3 0.1 0.3
C 8.4011 4.8102 -3.7910 -0.5 1.2 -1.7
O 8.6191 3.5849 -3.1924 -1.5 0.1 2.4
C 7.6929 3.3833 -2.0833 0.0 -1.7 -0.1
C 6.8328 2.0726 -2.3589 0.0 3.5 0.4
N 5.7959 2.0008 -1.3320 0.3 2.3 -1.0
C 5.2252 0.7565 -1.3892 -1.8 -4.5 0.2
C 4.3157 0.5550 -0.1545 3.2 6.9 0.3
O 3.5077 -0.3909 -0.0433 -5.1 -7.1 -0.3
C 3.9173 -1.5591 0.6112 -0.9 -1.0 -0.2
H 7.8197 4.5319 -4.7082 0.9 1.0 0.0
H 9.3931 5.3110 -3.9438 -1.0 -0.4 -0.4
H 7.7242 5.5364 -3.2654 0.7 -0.7 0.1
H 7.0143 4.2206 -1.7066 0.8 -0.7 -1.4
H 8.3608 3.2397 -1.2523 0.0 -0.5 0.7
H 7.3853 1.1875 -2.4159 1.3 -1.2 0.6
H 6.4119 2.1376 -3.3545 -0.3 0.3 -0.5
H 5.0009 2.5962 -1.6647 1.3 0.1 0.8
H 5.9270 -0.0948 -1.3498 0.4 0.5 -0.3
H 4.6367 0.6169 -2.3704 0.3 -0.2 1.2
H 3.6158 1.3771 -0.2329 0.2 1.6 0.1
H 4.7350 0.6314 0.8646 1.4 0.9 -0.6
H 4.6976 -2.0390 0.0053 -0.2 -0.3 0.5
H 2.9709 -2.1340 0.6272 0.9 -0.3 0.1
H 4.2379 -1.3869 1.6560 0.1 0.2 -0.5
C -4.8598 -1.5698 3.7102 -0.5 0.9 -1.6
O -5.2227 -1.1056 2.3863 0.8 -0.9 -0.3
C -4.0688 -0.6553 1.6402 -2.5 2.0 -1.3
C -4.1169 -0.8014 0.0430 -1.3 2.5 0.3
N -2.8959 -0.3915 -0.6198 0.5 0.4 -0.2
C -2.4365 0.9961 -0.6262 0.9 -0.1 0.1
C -3.3425 1.8839 -1.4151 -3.4 -8.3 0.7
O -3.0866 3.0838 -1.5348 2.9 10.4 -1.0
C -2.1088 3.4551 -2.4979 2.1 -1.9 1.9
H -5.7623 -1.9539 4.1056 -1.0 -0.8 0.4
H -4.6779 -0.7059 4.3605 1.0 -0.2 -0.1
H -4.1157 -2.3710 3.6120 0.2 0.5 0.5
H -3.2166 -1.2088 1.8442 1.8 -1.1 1.1
H -3.9844 0.4030 1.9735 0.8 -0.5 -0.7
H -5.0047 -0.4050 -0.5428 0.8 0.8 1.3
H -4.3260 -1.7667 -0.2584 0.2 -2.7 0.1
H -2.0929 -0.9227 -0.3223 -0.2 -0.4 0.1
H -1.4592 1.0166 -1.1402 -0.1 -0.3 0.6
H -2.3329 1.4491 0.3804 0.1 -0.1 -0.3
H -4.2644 1.7864 -0.8473 -0.8 0.1 -0.1
H -3.5394 1.4883 -2.4039 -0.2 -1.2 -0.5
H -2.2048 2.9895 -3.4579 -0.7 -0.3 -0.7
H -1.0714 3.1459 -2.1537 -1.0 -0.1 -0.1
H -1.9655 4.4862 -2.5500 -0.7 1.8 -0.2
C 4.3677 -2.8438 -2.8125 -2.1 -1.6 -1.4
O 3.3987 -3.6501 -2.0624 1.7 0.5 -0.8
C 2.0962 -3.1299 -2.1048 -0.6 0.3 0.3
C 1.1015 -4.0805 -1.3628 0.3 1.7 0.3
N -0.2248 -3.5275 -1.5940 -0.2 0.2 0.0
C -1.2217 -4.3021 -0.8892 1.4 -3.0 -0.3
C -2.5649 -3.7103 -0.7699 4.8 6.1 -1.6
O -3.5826 -4.3653 -0.4921 -7.6 -7.1 4.6
C -3.8208 -4.5613 0.9386 1.4 2.0 -0.3
H 3.9875 -2.3230 -3.7020 -0.8 -0.1 0.3
H 5.1873 -3.3783 -3.2526 0.3 -1.2 0.4
H 4.7671 -2.1245 -2.2178 1.1 2.2 2.1
H 1.8047 -3.0650 -3.1700 -0.3 0.0 0.4
H 2.0430 -2.0733 -1.6928 0.1 -1.1 -0.2
H 1.2025 -4.1564 -0.2436 0.8 0.1 -0.8
H 1.2037 -5.0547 -1.7815 0.0 -0.9 -0.3
H -0.1867 -2.6236 -1.1583 -0.2 0.6 0.1
H -0.8194 -4.7536 0.0371 -0.1 0.7 0.4
H -1.2988 -5.2390 -1.4556 -0.4 0.0 -0.3
H -2.8749 -3.3506 -1.7072 0.8 1.3 -2.0
H -2.5732 -2.8228 -0.1344 0.9 0.5 0.2
H -4.5541 -5.2899 1.1440 -0.7 -1.1 -0.2
H -4.2050 -3.5953 1.3518 0.2 -0.4 -0.3
H -2.8740 -4.7551 1.4997 -0.6 -0.3 -0.6
O 1.8659 0.7071 -4.3845 0.0 1.4 -1.6
C 1.6605 0.1820 -3.1122 0.0 -1.8 -2.7
C 1.2439 1.1571 -2.1508 -2.5 1.7 0.2
O 1.2311 0.5158 -0.9558 -0.3 -0.6 2.6
H 2.3391 1.5593 -4.3074 -0.4 -0.7 -0.1
H 0.9288 -0.6419 -3.2011 0.0 0.5 0.0
H 2.5812 -0.3091 -2.9121 1.0 -0.5 1.3
H 0.1887 1.5047 -2.3275 1.1 -0.1 -0.2
H 1.8818 2.0272 -2.0995 0.5 0.7 -0.3
H 2.1367 0.2089 -0.8447 0.0 -0.7 0.7
C -0.7815 -3.0851 2.4345 -1.4 -2.5 1.2
C -0.2650 -1.8084 2.0529 2.6 2.3 2.1
O -0.4027 -1.4666 0.7332 -1.2 -0.5 -1.3
H -0.3984 -3.3343 3.4573 -0.7 0.3 -0.7
H -0.4890 -3.9128 1.8146 0.3 -0.3 -0.5
H -1.8871 -3.0413 2.4049 0.4 -0.3 0.3
H 0.8242 -1.7490 2.3150 -0.6 -0.1 -0.1
H -0.7534 -1.1090 2.7630 0.2 0.4 -0.6
H 0.2825 -0.8684 0.4820 0.6 1.0 -0.5
```
Forces are in eV/Å.

The SMILES is COCCNCCOC.COCCNCCOC.COCCNCCOC.COCCNCCOC.OCCO.CCO. For the energy above the lowest of the compared OMol25 structures with the same formula, charge and spin, the calculation gives 59.8 kcal per mole. As for the total energy: -2156.151678 hartree. For the HOMO energy, the calculation gives -8.21 eV.

Löwdin atomic charge list, values in e, 99 entries: -0.103, -0.171, -0.188, -0.205, -0.057, -0.168, -0.343, -0.181, -0.088, 0.094, 0.050, 0.071, 0.132, 0.100, 0.094, 0.096, 0.112, 0.139, 0.094, 0.135, 0.101, 0.110, 0.102, 0.089, -0.163, -0.199, -0.164, -0.175, -0.075, -0.260, -0.331, -0.232, -0.026, 0.095, 0.098, 0.086, 0.133, 0.104, 0.096, 0.114, 0.144, 0.126, 0.145, 0.119, 0.150, 0.097, 0.101, 0.108, -0.074, -0.222, -0.148, -0.167, -0.038, -0.177, -0.408, -0.106, -0.044, 0.070, 0.080, 0.084, 0.065, 0.098, 0.138, 0.060, 0.053, 0.104, 0.107, 0.123, 0.133, 0.091, 0.087, 0.067, -0.059, -0.173, -0.229, -0.180, -0.051, -0.213, -0.408, -0.112, -0.009, 0.097, 0.084, 0.014, 0.130, 0.103, 0.122, 0.111, 0.074, 0.097, 0.131, 0.137, 0.093, 0.073, 0.086, 0.088, -0.042, -0.301, -0.290